Formula: C4H6O2
Source: OMol25
Level of theory: wB97M-V/def2-TZVPD

Values from the calculation:
Spin multiplicity: 1
Energy relative to the best compared isomer or geometry (same formula, charge and spin), kcal per mole: 105.2
Net charge: 0
Kohn-Sham gap, eV: 8.3

Element x y z (Å)
C -1.956 -0.566 -0.283
C 0.685 -0.028 1.554
O 1.516 -0.768 0.845
C 1.828 0.145 -0.255
C 0.876 1.115 0.477
O 0.490 2.225 0.286
H -2.791 0.136 -0.335
H -1.199 -0.282 -1.022
H -2.309 -1.578 -0.499
H -1.527 -0.538 0.724
H 1.497 -0.260 -1.215
H 2.891 0.400 -0.276


Formula: C3H9N3
Source: OMol25
Level of theory: wB97M-V/def2-TZVPD

Values from the calculation:
Spin multiplicity: 1
Energy relative to the best compared isomer or geometry (same formula, charge and spin), kcal per mole: 111.4
Net charge: 0
Kohn-Sham gap, eV: 9.4

Element x y z (Å)
C -1.498 1.128 0.201
N -0.794 0.035 -0.399
N -1.417 -1.121 -0.207
N 0.651 0.170 0.466
C 1.547 -0.875 0.066
C 1.770 0.557 -0.268
H -0.866 1.961 0.051
H -2.535 1.299 -0.230
H -1.813 0.954 1.376
H -1.021 -2.018 -0.657
H -1.765 -1.302 0.737
H 1.412 -1.501 -0.825
H 2.109 -1.369 0.825
H 2.529 1.183 0.324
H 1.689 0.899 -1.459


Formula: C25H34N4O4S
Source: OMol25
Level of theory: wB97M-V/def2-TZVPD

Values from the calculation:
Spin multiplicity: 1
Energy relative to the best compared isomer or geometry (same formula, charge and spin), kcal per mole: 0.0
Net charge: 0
Kohn-Sham gap, eV: 8.8

Element x y z (Å)
O -1.464 -2.475 -1.436
C -2.227 -2.553 -0.493
C -2.264 -3.750 0.447
C -0.862 -4.322 0.651
C -0.025 -3.444 1.583
N 0.061 -2.070 1.119
C 0.888 -1.718 0.095
S 1.948 -2.963 -0.522
C 2.727 -2.133 -1.940
C 4.020 -1.436 -1.519
O 5.112 -1.898 -1.772
N 3.807 -0.294 -0.847
C 4.875 0.470 -0.239
C 4.628 0.642 1.263
C 3.456 1.579 1.547
C 3.674 2.932 0.876
C 3.867 2.759 -0.627
C 5.045 1.834 -0.917
N 0.959 -0.538 -0.422
C 0.140 0.442 0.059
C 0.154 1.710 -0.534
C -0.618 2.721 -0.011
C -1.423 2.499 1.108
C -1.479 1.247 1.677
C -0.705 0.207 1.156
C -0.800 -1.137 1.704
O -1.566 -1.467 2.591
N -3.134 -1.593 -0.210
C -3.290 -0.406 -1.015
C -4.772 -0.046 -1.209
C -5.380 0.582 0.052
C -5.029 2.065 -0.111
C -4.761 2.212 -1.621
O -4.930 0.935 -2.210
H -2.898 -4.504 -0.025
H -2.707 -3.472 1.404
H -0.376 -4.399 -0.323
H -0.920 -5.318 1.089
H 0.987 -3.847 1.676
H -0.493 -3.400 2.571
H 2.958 -2.927 -2.648
H 1.989 -1.444 -2.346
H 2.846 -0.014 -0.682
H 5.783 -0.123 -0.397
H 5.533 1.053 1.715
H 4.444 -0.336 1.713
H 2.525 1.141 1.182
H 3.351 1.712 2.626
H 2.817 3.581 1.070
H 4.560 3.408 1.302
H 4.043 3.731 -1.093
H 2.959 2.341 -1.063
H 5.153 1.687 -1.993
H 5.965 2.290 -0.545
H 0.770 1.871 -1.405
H -0.600 3.699 -0.468
H -2.004 3.311 1.519
H -2.110 1.038 2.528
H -3.672 -1.653 0.640
H -2.764 0.441 -0.560
H -2.833 -0.614 -1.986
H -5.314 -0.935 -1.548
H -4.974 0.159 0.969
H -6.461 0.441 0.047
H -5.842 2.710 0.217
H -4.138 2.318 0.461
H -5.467 2.886 -2.113
H -3.743 2.579 -1.807


Formula: C18H19NO5
Source: OMol25
Level of theory: wB97M-V/def2-TZVPD

Values from the calculation:
Spin multiplicity: 1
Energy relative to the best compared isomer or geometry (same formula, charge and spin), kcal per mole: 156.5
Net charge: 0
Kohn-Sham gap, eV: 3.4

Element x y z (Å)
C -2.071 1.209 -1.513
O -1.804 -0.121 -1.035
C -1.929 -0.416 0.222
C -1.902 -1.773 0.653
C -2.019 -1.975 2.046
C -1.977 -3.255 2.565
C -1.831 -4.347 1.702
C -1.742 -4.160 0.314
C -1.781 -2.886 -0.229
H -1.867 1.167 -2.581
H -3.117 1.482 -1.331
H -1.413 1.932 -1.021
H -2.083 0.391 0.953
H -2.148 -1.084 2.661
H -2.062 -3.402 3.642
H -1.795 -5.352 2.115
H -1.646 -5.028 -0.341
H -1.732 -2.704 -1.303
C 1.949 -2.934 2.605
C 1.521 -1.501 2.422
O 1.656 -1.199 1.019
C 1.368 0.109 0.741
C 1.608 0.402 -0.644
C 1.469 1.670 -1.201
C 1.059 2.823 -0.429
C 0.857 4.050 -1.023
C 1.094 4.215 -2.408
N 0.842 5.468 -3.027
O 1.066 5.584 -4.254
O 0.402 6.408 -2.327
C 1.516 3.115 -3.192
C 1.701 1.880 -2.613
O 0.934 0.852 1.633
H 1.819 -3.236 3.647
H 1.370 -3.621 1.978
H 3.011 -3.050 2.362
H 0.472 -1.355 2.723
H 2.166 -0.824 3.005
H 1.931 -0.427 -1.259
H 0.892 2.687 0.640
H 0.508 4.905 -0.443
H 1.678 3.274 -4.258
H 2.028 1.025 -3.215


Formula: H20Li4O14S
Source: OMol25
Level of theory: wB97M-V/def2-TZVPD

Values from the calculation:
Spin multiplicity: 1
Net charge: +2
Kohn-Sham gap, eV: 6.4

Element x y z (Å)
Li -1.849 1.341 0.612
Li -1.608 1.546 -1.695
Li 0.910 2.512 -0.436
Li 0.438 0.868 1.679
S -0.111 0.228 -0.223
O -1.254 1.049 -0.592
O -0.369 -0.358 1.086
O 0.205 -0.812 -1.186
O 1.014 1.183 -0.011
O -2.197 0.098 1.545
H -1.380 -0.255 1.194
H -2.453 -0.522 2.228
O 1.747 -0.027 1.820
H 2.313 -0.259 2.556
H 2.137 -0.474 1.068
O 2.429 0.485 -1.252
H 2.282 -0.460 -1.292
H 1.677 0.824 -0.767
O 1.762 -1.755 -0.680
H 0.957 -1.248 -0.576
H 1.518 -2.477 -1.258
O -0.388 -2.184 1.748
H -0.232 -1.330 1.344
H 0.441 -2.652 1.647
O 1.186 0.395 -3.334
H 0.363 0.619 -2.901
H 1.634 -0.182 -2.715
O 0.042 0.278 3.024
H 0.890 -0.085 3.280
H -0.492 0.220 3.817
O -1.673 -1.977 -0.244
H -1.403 -1.950 0.674
H -0.868 -1.815 -0.736
O -1.750 2.762 -0.562
H -1.017 3.147 -0.082
H -2.179 3.507 -0.984
O -0.986 0.297 -2.659
H -0.804 -0.136 -1.825
H -0.931 -0.402 -3.310


Formula: C21H13Cl3N3O7STl
Source: OMol25
Level of theory: wB97M-V/def2-TZVPD

Values from the calculation:
Spin multiplicity: 1
Energy relative to the best compared isomer or geometry (same formula, charge and spin), kcal per mole: 36.7
Net charge: -2
Kohn-Sham gap, eV: 6.0

Element x y z (Å)
Tl -0.452 -0.154 -0.138
O 0.045 -1.985 -1.772
C 1.201 -1.895 -2.286
C 1.343 -1.958 -3.704
C 2.558 -1.952 -4.331
C 3.737 -1.905 -3.586
C 3.652 -1.854 -2.213
C 2.430 -1.819 -1.536
C 2.463 -1.765 -0.107
N 1.447 -1.516 0.639
N 1.538 -1.520 1.973
C 0.368 -1.438 2.590
O -0.773 -1.458 2.056
C 0.467 -1.289 4.068
C -0.633 -0.810 4.773
C -0.560 -0.634 6.141
C 0.602 -0.957 6.824
C 1.696 -1.452 6.130
C 1.633 -1.606 4.758
H 0.426 -2.015 -4.275
H 2.603 -1.990 -5.415
H 4.702 -1.906 -4.081
H 4.561 -1.821 -1.623
H 3.421 -2.011 0.368
H -1.524 -0.561 4.219
H -1.410 -0.235 6.679
H 0.654 -0.820 7.896
H 2.603 -1.704 6.665
H 2.480 -1.963 4.193
O -3.573 1.984 -2.537
S -2.587 1.405 -1.662
O -2.746 -0.016 -1.436
O -2.280 2.178 -0.490
O -1.157 1.576 -2.596
Cl -0.039 5.620 5.006
C 0.261 4.384 3.824
C -0.729 3.453 3.552
C -0.500 2.477 2.605
Cl -1.760 1.358 2.212
C 0.739 2.350 1.898
O 1.007 1.449 1.060
C 1.684 3.364 2.234
Cl 3.182 3.322 1.382
C 1.477 4.356 3.164
H -1.674 3.487 4.073
H 2.246 5.090 3.355
N 1.137 1.458 -2.226
C -0.057 1.235 -1.977
H 1.383 2.018 -3.044


no.,LUMO energy (eV),HOMO energy (eV)
1,-0.87,-9.162
2,1.20,-8.240
3,0.18,-8.615
4,-2.79,-6.170
5,-9.45,-15.874
6,4.29,-1.740